[1]
{
  "formula": "C8H9NO2S",
  "method": "ωB97M-V with the def2-TZVPD basis set",
  "elements": ["S", "O", "O", "N", "C", "C", "C", "C", "C", "C", "C", "C", "H", "H", "H", "H", "H", "H", "H", "H", "H"],
  "xyz": [[1.391, 0.851, 1.655], [0.422, 1.712, 2.291], [2.674, 0.741, 2.275], [1.364, 2.573, -0.348], [-1.776, -0.800, -1.799], [1.584, 1.244, -0.096], [-1.413, -1.777, 0.289], [0.039, 0.003, -0.571], [-2.152, -1.665, -0.874], [-0.777, 0.135, -1.677], [-0.337, -0.894, 0.454], [0.604, -0.943, 1.605], [-1.923, -2.435, 1.069], [0.269, -1.375, 2.644], [2.280, 0.864, -0.740], [-0.598, 0.843, -2.400], [1.402, -1.579, 1.294], [-2.392, -0.864, -2.666], [0.745, 3.105, 0.189], [-2.729, -2.502, -1.246], [1.324, 2.762, -1.349]],
  "e_above_lowest_kj_mol": 347.06,
  "e_tot_ha": -913.54105,
  "total_charge": 0,
  "e_homo_ev": -9.10,
  "gap_ev": 9.76,
  "lumo_energy_ev": 0.655
}


[2]
{
  "formula": "C5H8O",
  "method": "ωB97M-V with the def2-TZVPD basis set",
  "elements": ["O", "C", "C", "C", "C", "C", "H", "H", "H", "H", "H", "H", "H", "H"],
  "xyz": [[-0.294, 2.190, -0.723], [-0.918, -0.091, -0.221], [0.338, -0.969, -0.404], [1.191, -0.355, 0.700], [-0.825, 0.133, 1.287], [-0.761, 1.138, -1.095], [-0.661, 1.210, 1.464], [1.564, 0.642, 0.469], [0.417, -0.359, 1.626], [0.791, -0.946, -1.401], [-1.842, -0.610, -0.510], [-1.076, 1.008, -2.154], [1.982, -0.983, 1.123], [0.095, -2.008, -0.162]],
  "e_above_lowest_kj_mol": 462.00,
  "e_tot_ha": -270.38193,
  "total_charge": 0,
  "e_homo_ev": -8.46,
  "gap_ev": 8.88,
  "lumo_energy_ev": 0.425
}


[3]
{
  "formula": "C3H6N2O2",
  "method": "ωB97M-V with the def2-TZVPD basis set",
  "elements": ["O", "O", "N", "N", "C", "C", "C", "H", "H", "H", "H", "H", "H"],
  "xyz": [[0.839, -1.501, -1.143], [2.515, 0.485, -0.121], [-1.999, -0.431, -0.436], [1.322, 0.021, 0.468], [0.012, 0.834, 0.485], [0.530, -0.859, -0.167], [-0.822, -0.413, 0.430], [-1.748, -0.305, -1.424], [3.260, -0.089, 0.202], [-2.584, 0.620, -0.246], [-0.913, -1.186, 1.170], [-0.445, 1.326, -0.646], [0.033, 1.499, 1.429]],
  "e_above_lowest_kj_mol": 590.80,
  "e_tot_ha": -377.73431,
  "total_charge": 0,
  "e_homo_ev": -9.70,
  "gap_ev": 10.38,
  "lumo_energy_ev": 0.680
}


Please write out number 3 again, unchanged.
{
  "formula": "C3H6N2O2",
  "method": "ωB97M-V with the def2-TZVPD basis set",
  "elements": ["O", "O", "N", "N", "C", "C", "C", "H", "H", "H", "H", "H", "H"],
  "xyz": [[0.839, -1.501, -1.143], [2.515, 0.485, -0.121], [-1.999, -0.431, -0.436], [1.322, 0.021, 0.468], [0.012, 0.834, 0.485], [0.530, -0.859, -0.167], [-0.822, -0.413, 0.430], [-1.748, -0.305, -1.424], [3.260, -0.089, 0.202], [-2.584, 0.620, -0.246], [-0.913, -1.186, 1.170], [-0.445, 1.326, -0.646], [0.033, 1.499, 1.429]],
  "e_above_lowest_kj_mol": 590.80,
  "e_tot_ha": -377.73431,
  "total_charge": 0,
  "e_homo_ev": -9.70,
  "gap_ev": 10.38,
  "lumo_energy_ev": 0.680
}